Density functional theory data (the ωB97M-V functional and the def2-TZVPD basis) for a molecular structure, C23H24N6OSeTi.

Values from the calculation:
Maximum force: 0.6 eV/A
E_HOMO: -15.14 eV
Kohn-Sham gap: 0.26293 hartree
Energy: -123677.736 eV

Geometry as ORCA input:
```
! wB97M-V def2-TZVPD RIJCOSX def2/J DEFGRID3
* xyz 2 1
Ti -0.120 -0.078 0.403
C 1.340 1.280 3.313
C -0.047 1.315 2.731
C -0.630 2.543 2.392
C -1.995 2.655 2.175
C -2.815 1.532 2.243
C -2.250 0.296 2.501
C -0.867 0.171 2.734
H 1.982 2.047 2.885
H 1.813 0.306 3.223
H 1.258 1.494 4.381
H -0.010 3.432 2.382
H -2.428 3.628 1.976
H -3.886 1.628 2.118
H -2.876 -0.584 2.571
H -0.489 -0.750 3.160
O -1.269 2.777 -2.103
C -0.724 2.147 -1.242
N -1.281 1.060 -0.557
C -2.549 0.566 -1.087
C -2.693 -0.878 -0.719
C -3.723 -1.663 -1.197
C -3.809 -2.979 -0.782
C -2.854 -3.481 0.098
C -1.831 -2.662 0.504
N -1.741 -1.375 0.095
C 0.701 2.395 -0.849
C 1.396 3.480 -1.324
C 2.735 3.609 -0.974
C 3.319 2.634 -0.180
C 2.556 1.568 0.254
N 1.256 1.453 -0.060
H -2.579 0.697 -2.169
H -3.386 1.143 -0.686
H -4.451 -1.237 -1.876
H -4.612 -3.612 -1.138
H -2.896 -4.499 0.456
H -1.060 -3.017 1.170
H 0.883 4.188 -1.960
H 3.314 4.454 -1.323
H 4.360 2.691 0.107
H 2.978 0.788 0.870
C 3.180 -1.390 -3.597
N 2.156 -2.072 -2.782
C 2.166 -3.552 -2.735
C 1.292 -1.407 -2.099
N 0.516 -0.779 -1.492
H 3.130 -1.777 -4.612
H 4.166 -1.585 -3.178
H 2.988 -0.322 -3.611
H 2.074 -3.936 -3.749
H 1.335 -3.904 -2.133
H 3.102 -3.889 -2.296
Se 1.600 -1.807 1.059
C 1.268 -2.250 2.806
N 1.004 -2.496 3.901
*
```



Density functional theory data (the ωB97M-V functional and the def2-TZVPD basis) for 2 unconnected molecules or ions with the total composition C23H24NO7.

Values from the calculation:
Maximum force: 1.5 eV/A
E_HOMO: -3.02 eV
Kohn-Sham gap: 0.19683 hartree
Energy: -40064.117 eV

Geometry as ORCA input:
```
! wB97M-V def2-TZVPD RIJCOSX def2/J DEFGRID3
* xyz -1 1
C -0.062 5.432 -3.158
O -0.559 4.155 -3.620
C -0.980 3.254 -2.692
C -1.500 2.028 -3.178
C -1.732 0.998 -2.303
C -1.391 1.101 -0.928
C -1.396 -0.090 -0.121
C -0.898 -0.213 1.155
C -1.339 -1.377 1.971
O -1.950 -2.313 1.499
O -0.964 -1.396 3.287
C -0.369 -0.190 3.816
C -1.392 0.916 3.987
C 0.268 -0.596 5.140
O 0.697 0.217 2.934
C 0.339 0.451 1.629
O 1.076 1.106 0.915
C -1.032 2.381 -0.437
C -0.833 3.448 -1.296
H 0.269 5.936 -4.065
H -0.860 6.008 -2.670
H 0.775 5.313 -2.457
H -1.646 1.915 -4.252
H -2.139 0.053 -2.662
H -1.986 -0.936 -0.475
H -1.900 1.157 3.048
H -2.137 0.596 4.722
H -0.884 1.812 4.362
H 0.915 -1.465 4.991
H 0.856 0.229 5.549
H -0.521 -0.870 5.848
H -0.892 2.532 0.630
H -0.511 4.413 -0.899
C 2.452 -3.004 2.968
C 1.404 -3.381 1.966
O 1.205 -2.201 1.152
C 0.765 -2.467 -0.114
C 0.928 -1.293 -0.940
C 0.819 -1.342 -2.344
C 0.237 -2.453 -3.030
C 0.025 -2.363 -4.407
N 0.340 -1.274 -5.112
C 0.909 -0.228 -4.506
C 1.197 -0.217 -3.142
O 0.318 -3.570 -0.419
H 2.522 -3.758 3.755
H 3.422 -2.942 2.462
H 2.233 -2.024 3.398
H 1.730 -4.219 1.339
H 0.435 -3.613 2.421
H 1.413 -0.427 -0.507
H -0.056 -3.333 -2.468
H -0.419 -3.203 -4.947
H 1.147 0.648 -5.118
H 1.655 0.658 -2.676
*
```



Look up the energy of the second one.
-40064.117 eV



The highest Kohn-Sham gap belongs to which entry?
C23H24N6OSeTi



Among the records above, which one has the lowest Kohn-Sham gap?
C23H24NO7